The following is a quantum chemistry calculation of an isolated molecule of C9H12N2S at a distorted geometry, from the Open Molecules 2025 dataset.

total energy: -23340.7642 eV
gap between HOMO and LUMO: 8.01 eV
ΔE to the lowest compared entry with this formula, charge and spin: 214.9 kJ/mol
multiplicity: 1

Each atom is followed by the atoms it is bonded to, with distances in Å.
Positions of all 24 atoms, in Å:
1 S 1.8250 -0.8896 -0.6077  C8 1.770, C12 1.883
2 N 1.1184 1.6883 -0.9582  C4 1.272, C12 1.432
3 N -0.4060 0.2254 0.6316  C6 1.345, C9 1.341, C12 1.679
4 C 1.6506 1.3185 -2.0529  N2 1.272, C8 1.493, H24 1.079
5 C -1.8850 -0.8442 1.8450  C6 1.417, C7 1.394, H13 1.040
6 C -0.6596 -0.1350 1.9023  N3 1.345, C5 1.417, C10 1.517
7 C -2.2367 -0.9024 0.4972  C5 1.394, C9 1.352, H20 1.142
8 C 2.1626 -0.0812 -2.1457  S1 1.770, C4 1.493, H18 1.152, H23 1.101
9 C -1.2955 -0.2713 -0.2403  N3 1.341, C7 1.352, C11 1.536
10 C 0.1194 0.1348 3.1752  C6 1.517, H14 0.996, H21 1.127, H22 1.124
11 C -1.2320 -0.3306 -1.7735  C9 1.536, H15 1.109, H16 1.093, H17 1.062
12 C 1.1064 0.7073 0.0856  S1 1.883, N2 1.432, N3 1.679, H19 1.132
13 H -2.4228 -1.1938 2.6642  C5 1.040
14 H -0.4466 -0.3771 3.8160  C10 0.996
15 H -0.5837 -1.1621 -2.1180  C11 1.109
16 H -2.2365 -0.4095 -2.1978  C11 1.093
17 H -0.7157 0.5721 -1.9881  C11 1.062
18 H 3.2581 -0.1727 -2.4890  C8 1.152
19 H 1.4495 1.2721 1.0052  C12 1.132
20 H -3.2214 -1.3992 0.2012  C7 1.142
21 H 0.1420 1.2333 3.4273  C10 1.127
22 H 1.1251 -0.3570 3.0722  C10 1.124
23 H 1.5737 -0.6399 -2.8891  C8 1.101
24 H 1.8106 2.0137 -2.8625  C4 1.079